The following is a quantum chemistry calculation of a structure of composition C3H4N3, from the Open Molecules 2025 dataset.

Net charge: +1
HOMO energy (spin up / spin down), eV: -16.50 / -16.50
Spin multiplicity: 1
E, Eh: -280.479903
Relative energy (zero: lowest compared OMol25 entry of this formula, charge and spin), kJ/mol: 391.7
F_max, eV/Å: 4.2

Last column: natural (NBO) charge in e.
Geometry (Å):
C: 1.71117 -0.00176 0.77840  0.648
C: 1.82358 -0.56329 -0.49790  -0.122
C: -1.57369 0.25527 0.14900  -0.423
N: 0.57327 -0.44675 -0.83201  -0.088
N: 0.60255 0.46399 1.20377  -0.206
N: -0.15050 0.13968 0.14990  0.067
H: 2.73033 -0.73372 -1.20978  0.333
H: -1.73754 1.12760 0.77640  0.260
H: -1.77801 0.35434 -0.96788  0.267
H: -2.20115 -0.59538 0.45010  0.264

The following is a quantum chemistry calculation of a structure of composition C3H4N3OP, from the Open Molecules 2025 dataset.

Net charge: 0
HOMO energy (spin up / spin down), eV: -10.29 / -10.29
Spin multiplicity: 1
E, Eh: -697.467884
Relative energy (zero: lowest compared OMol25 entry of this formula, charge and spin), kJ/mol: 0.0
F_max, eV/Å: 4.2

Last column: natural (NBO) charge in e.
Geometry (Å):
C: 1.07045 0.65001 0.69097  -0.387
C: 2.28269 0.40428 0.03115  -0.050
C: 0.17754 0.00605 -0.12428  0.103
N: 2.10097 -0.32779 -1.06107  -0.226
N: 0.80181 -0.57265 -1.14300  -0.377
N: -3.56008 -0.50792 0.67635  -1.095
O: -2.12748 -0.96537 -1.48194  -1.064
P: -2.08710 -0.45429 -0.10417  1.794
H: 0.88206 1.20633 1.58201  0.251
H: 3.26601 0.72559 0.31169  0.221
H: 0.38746 -1.10925 -1.89081  0.448
H: -4.14093 -0.84917 -0.09805  0.384

The following is a quantum chemistry calculation of an isolated molecule of C3H4N3P, from the Open Molecules 2025 dataset.

Net charge: 0
HOMO energy (spin up / spin down), eV: -7.79 / -7.59
Spin multiplicity: 1
E, Eh: -622.155521
Relative energy (zero: lowest compared OMol25 entry of this formula, charge and spin), kJ/mol: 320.1
F_max, eV/Å: 3.5

Last column: natural (NBO) charge in e.
Geometry (Å):
C: 0.21400 1.42992 -0.38011  0.281
C: 2.04019 0.21209 0.51574  -0.423
C: -1.08264 -0.64015 -0.64155  0.536
N: -0.72737 0.55122 -0.61295  -0.507
N: 1.35622 1.33320 0.23537  -0.517
N: -2.00588 -1.34313 0.03039  -0.838
P: 1.88827 -1.38352 -0.08279  0.251
H: 0.07627 2.52179 -0.75423  0.181
H: 2.92237 0.61310 1.04491  0.217
H: -2.90001 -1.01340 0.32462  0.401
H: -1.78144 -2.28113 0.32060  0.419

The following is a quantum chemistry calculation of a cluster of 2 separate species, C3H4N4 in total, from the Open Molecules 2025 dataset.

Net charge: 0
HOMO energy, eV: -9.77
SMILES: N#C/N=C/N.C#N
Spin multiplicity: 1
E, Eh: -335.695779
Relative energy (zero: lowest compared OMol25 entry of this formula, charge and spin), kJ/mol: 203.6
F_max, eV/Å: 2.1

Last column: natural (NBO) charge in e.
Geometry (Å):
N: -0.25412 3.00614 -0.14859  -0.379
C: 0.10639 1.91696 -0.24871  0.401
N: 0.60853 0.70665 -0.21724  -0.595
C: 0.37529 -0.23127 -1.04530  0.356
N: 0.95287 -1.43265 -0.86263  -0.773
H: -0.23746 -0.12254 -1.94594  0.181
H: 0.80357 -2.20799 -1.48274  0.405
H: 1.56750 -1.57451 -0.08042  0.406
C: -1.28175 -0.02318 2.01302  0.070
N: -2.22907 0.48148 1.66236  -0.299
H: -0.41174 -0.51911 2.35620  0.226

The following is a quantum chemistry calculation of an isolated molecule of C3H4N4, from the Open Molecules 2025 dataset.

Net charge: 0
HOMO energy, eV: -9.15
SMILES: C1=NC=NNC=N1
Spin multiplicity: 1
E, Eh: -335.643397
Relative energy (zero: lowest compared OMol25 entry of this formula, charge and spin), kJ/mol: 341.1
F_max, eV/Å: 3.8

Last column: natural (NBO) charge in e.
Geometry (Å):
C: -0.13783 -1.01535 -1.18519  0.309
N: -0.44907 -1.62801 -0.16164  -0.484
C: -0.16819 -0.99416 1.03320  0.210
N: -0.21536 0.19574 1.52929  -0.274
N: -0.46898 1.26763 0.53653  -0.523
C: 0.41439 1.21757 -0.57263  0.352
N: 0.46404 0.16685 -1.28814  -0.538
H: -0.08100 -1.70607 -2.04914  0.184
H: 0.11264 -1.70821 1.83531  0.191
H: -0.37875 2.11142 1.19263  0.387
H: 0.90812 2.09259 -0.87021  0.187

The following is a quantum chemistry calculation of an isolated molecule of C3H4N4, from the Open Molecules 2025 dataset.

Net charge: 0
HOMO energy, eV: -8.34
SMILES: Nc1cncnn1
Spin multiplicity: 1
E, Eh: -335.591767
Relative energy (zero: lowest compared OMol25 entry of this formula, charge and spin), kJ/mol: 476.7
F_max, eV/Å: 2.3

Last column: natural (NBO) charge in e.
Geometry (Å):
N: -0.85031 1.16794 1.21458  -0.704
C: 0.00876 0.35420 0.64600  0.501
C: 0.15068 -1.09064 0.63610  -0.174
N: 0.00690 -1.63518 -0.56639  -0.410
C: 0.12436 -0.74959 -1.56847  0.101
N: 0.86632 0.33333 -1.37918  -0.249
N: 0.99651 0.78648 -0.11931  -0.343
H: -1.72736 0.86420 1.60367  0.420
H: -0.66492 2.15910 1.12782  0.416
H: 1.20060 -1.16967 0.99319  0.242
H: -0.11153 -1.02017 -2.58801  0.199

The following is a quantum chemistry calculation of an isolated molecule of C3H4N4O, from the Open Molecules 2025 dataset.

Net charge: 0
HOMO energy, eV: -9.62
SMILES: ONc1cnncn1
Spin multiplicity: 1
E, Eh: -410.830654
Relative energy (zero: lowest compared OMol25 entry of this formula, charge and spin), kJ/mol: 453.2
F_max, eV/Å: 5.6

Last column: natural (NBO) charge in e.
Geometry (Å):
O: -2.55013 -0.50803 0.23146  -0.551
N: -1.64147 0.63994 -0.17157  -0.280
C: -0.35056 0.18082 -0.07574  0.304
C: 0.56177 1.16089 -0.19982  -0.068
N: 1.83018 0.92731 0.05430  -0.167
N: 2.22738 -0.30616 0.27445  -0.251
C: 1.32847 -1.31990 -0.07287  0.202
N: 0.02808 -1.02946 -0.37493  -0.472
H: -2.00988 -1.17613 -0.03771  0.464
H: -1.68799 1.36430 0.67433  0.379
H: 0.42375 2.30864 -0.31875  0.226
H: 1.84040 -2.24222 0.01684  0.213

The following is a quantum chemistry calculation of an isolated molecule of C3H4N4O, from the Open Molecules 2025 dataset.

Net charge: 0
HOMO energy, eV: -8.35
SMILES: NN=c1ncocn1
Spin multiplicity: 1
E, Eh: -410.854344
Relative energy (zero: lowest compared OMol25 entry of this formula, charge and spin), kJ/mol: 391.0
F_max, eV/Å: 9.7

Last column: natural (NBO) charge in e.
Geometry (Å):
N: 2.45065 0.13016 -0.10175  -0.730
N: 1.48714 -0.97807 0.01085  -0.187
C: 0.35414 -0.50330 -0.25865  0.376
N: 0.11407 0.89153 -0.19915  -0.544
C: -1.11975 1.17785 -0.05078  0.457
O: -2.13865 0.31990 -0.11480  -0.516
C: -1.81839 -1.09432 -0.10468  0.403
N: -0.70899 -1.43243 -0.09571  -0.424
H: 1.94103 0.93846 0.17395  0.382
H: 3.58152 0.06150 0.05371  0.402
H: -1.35076 2.13270 0.35222  0.182
H: -2.79201 -1.64399 0.33479  0.200

The following is a quantum chemistry calculation of an isolated molecule of C3H4N4O, from the Open Molecules 2025 dataset.

Net charge: 0
HOMO energy, eV: -10.04
SMILES: O=CNn1cncn1
Spin multiplicity: 1
E, Eh: -410.919663
Relative energy (zero: lowest compared OMol25 entry of this formula, charge and spin), kJ/mol: 219.6
F_max, eV/Å: 4.2

Last column: natural (NBO) charge in e.
Geometry (Å):
O: -1.99848 0.95330 0.52493  -0.573
C: -2.05267 -0.11719 0.03664  0.509
N: -1.02610 -0.79417 -0.45791  -0.440
N: 0.20072 -0.24417 -0.25767  -0.029
C: 0.60920 1.01052 -0.45728  0.179
N: 1.89451 1.15748 -0.02720  -0.468
C: 2.20152 -0.06384 0.43280  0.141
N: 1.19233 -0.93064 0.35372  -0.315
H: -3.05070 -0.57597 0.03180  0.130
H: -1.18372 -1.85632 -0.46227  0.433
H: 0.00368 1.79270 -0.61058  0.218
H: 3.20971 -0.33170 0.89304  0.214

The following is a quantum chemistry calculation of an isolated molecule of C3H4N4O, from the Open Molecules 2025 dataset.

Net charge: 0
HOMO energy, eV: -9.09
SMILES: OCc1nncnn1
Spin multiplicity: 1
E, Eh: -410.827308
Relative energy (zero: lowest compared OMol25 entry of this formula, charge and spin), kJ/mol: 462.0
F_max, eV/Å: 5.7

Last column: natural (NBO) charge in e.
Geometry (Å):
O: 0.97284 -2.33490 0.66049  -0.725
C: 0.97579 -1.03183 1.26298  -0.146
C: 0.14668 -0.07467 0.51671  0.302
N: -1.14580 0.25165 0.71382  -0.188
N: -1.68284 1.05637 -0.22333  -0.193
C: -0.91362 1.63543 -1.25140  0.149
N: 0.32793 1.01973 -1.45912  -0.175
N: 0.85541 0.25569 -0.60833  -0.174
H: 1.43234 -2.99751 1.25975  0.480
H: 0.32472 -1.08173 2.17932  0.202
H: 2.13152 -0.83713 1.11067  0.236
H: -1.40725 2.33795 -1.96469  0.232

What did the tenth record say?
The following is a quantum chemistry calculation of an isolated molecule of C3H4N4O, from the Open Molecules 2025 dataset.

Net charge: 0
HOMO energy, eV: -9.09
SMILES: OCc1nncnn1
Spin multiplicity: 1
E, Eh: -410.827308
Relative energy (zero: lowest compared OMol25 entry of this formula, charge and spin), kJ/mol: 462.0
F_max, eV/Å: 5.7

Last column: natural (NBO) charge in e.
Geometry (Å):
O: 0.97284 -2.33490 0.66049  -0.725
C: 0.97579 -1.03183 1.26298  -0.146
C: 0.14668 -0.07467 0.51671  0.302
N: -1.14580 0.25165 0.71382  -0.188
N: -1.68284 1.05637 -0.22333  -0.193
C: -0.91362 1.63543 -1.25140  0.149
N: 0.32793 1.01973 -1.45912  -0.175
N: 0.85541 0.25569 -0.60833  -0.174
H: 1.43234 -2.99751 1.25975  0.480
H: 0.32472 -1.08173 2.17932  0.202
H: 2.13152 -0.83713 1.11067  0.236
H: -1.40725 2.33795 -1.96469  0.232

- Look up the F_max of the second one.
  4.2 eV/Å